50
Properties=species:S:1:pos:R:3:forces:R:3 method="wB97M-V/def2-TZVPD" e_homo_ev=-8.4 charge=0 homo_lumo_gap_ha=0.3306 e_above_lowest_kcal_mol=1.70
C 1.863478 2.978957 -2.790764 0.0 0.0 0.0
C 1.537495 2.341977 -1.461740 -0.1 0.3 -0.1
F 1.638770 3.291494 -0.447189 0.0 0.0 0.0
C 0.118927 1.738718 -1.458316 0.0 -0.3 0.1
O -0.257038 1.070607 -2.402757 0.0 0.0 0.0
N -0.596139 1.961468 -0.340016 0.3 -0.2 0.2
C -1.752842 1.137973 0.025221 -0.2 0.2 -0.2
C -1.447755 -0.354737 0.040574 0.0 0.0 0.0
N -0.532021 -0.677785 1.112690 0.0 0.0 0.0
C 0.489601 -1.591416 1.024322 0.0 0.0 0.0
O 1.067685 -1.963081 2.030985 0.0 0.0 0.0
C 0.853908 -2.147771 -0.343403 0.0 0.0 0.0
C 2.302462 -2.634606 -0.341196 0.0 0.0 0.0
C 2.732296 -3.138452 -1.711369 0.0 0.0 0.0
S 1.775104 -4.570545 -2.264769 0.0 0.0 0.0
C 0.133439 -3.836123 -2.092410 0.0 0.0 0.0
C -0.117666 -3.286231 -0.695125 0.0 0.0 0.0
C -0.964704 -0.335403 2.459328 0.0 0.0 0.0
C -1.852147 0.882401 2.514435 0.0 0.0 0.0
C -2.304908 1.314289 3.760631 0.0 0.0 0.0
C -3.116005 2.427409 3.875576 0.0 0.0 0.0
C -3.496408 3.131686 2.738022 0.0 0.0 0.0
C -3.057712 2.706819 1.498329 0.0 0.0 0.0
C -2.239301 1.585285 1.379410 0.0 0.0 0.0
C 2.560780 1.262355 -1.083588 0.0 0.0 0.0
F 3.788535 1.784043 -0.999966 0.0 0.0 0.0
F 2.268472 0.718413 0.105541 0.0 0.0 0.0
F 2.590419 0.282795 -1.993748 0.0 0.0 0.0
H 1.750802 2.241632 -3.582147 0.0 0.0 0.0
H 1.165528 3.794535 -2.972209 0.0 0.0 0.0
H 2.880025 3.366472 -2.780650 0.0 0.0 0.0
H -0.132099 2.452660 0.408452 0.0 0.0 0.0
H -2.532571 1.307941 -0.721114 0.0 0.0 0.0
H -2.401838 -0.882413 0.169111 0.0 0.0 0.0
H -1.034519 -0.646525 -0.917587 0.0 0.0 0.0
H 0.759625 -1.365201 -1.103077 0.0 0.0 0.0
H 2.956537 -1.815949 -0.033681 0.0 0.0 0.0
H 2.414286 -3.424655 0.401844 0.0 0.0 0.0
H 2.651639 -2.346570 -2.460008 0.0 0.0 0.0
H 3.771308 -3.467035 -1.691394 0.0 0.0 0.0
H 0.010459 -3.046508 -2.839048 0.0 0.0 0.0
H -0.577037 -4.628028 -2.329520 0.0 0.0 0.0
H -0.003381 -4.085014 0.042153 0.0 0.0 0.0
H -1.152030 -2.935104 -0.634544 0.0 0.0 0.0
H -1.487557 -1.186212 2.914607 0.0 0.0 0.0
H -0.075059 -0.172414 3.066428 0.0 0.0 0.0
H -2.010499 0.765721 4.648152 0.0 0.0 0.0
H -3.455259 2.748429 4.851749 0.0 0.0 0.0
H -4.134307 4.001461 2.821430 0.0 0.0 0.0
H -3.350780 3.242241 0.602345 0.0 0.0 0.0

***

72
Properties=species:S:1:pos:R:3:forces:R:3 method="wB97M-V/def2-TZVPD" e_homo_ev="-6.4 / -6.4" charge=+1 homo_lumo_gap_ha="0.1050 / 0.1053" e_above_lowest_kcal_mol=105.12
C 1.042583 0.698077 4.257877 -0.6 0.9 0.3
C 1.102018 1.483267 3.070571 -0.1 0.2 0.1
C -0.207887 1.536937 2.504000 -0.3 0.6 0.4
H 1.969184 2.050938 2.714013 -0.3 -0.5 0.1
C -1.076718 0.797383 3.374538 -0.1 0.6 0.1
C -0.309050 0.299320 4.463517 0.4 1.2 -0.1
H -0.714083 -0.055081 5.408980 0.1 -0.4 -0.4
H 1.842321 0.604548 4.988962 -0.1 -0.2 -0.4
H -0.528788 2.122234 1.629646 0.3 -0.5 0.6
H -2.160019 0.765372 3.286511 0.4 -0.1 0.0
Lu 0.425172 -0.765828 2.291002 1.0 -1.6 -0.7
Si 2.579664 -2.790496 -2.061454 0.1 -1.3 -2.0
C 3.627461 -1.205220 -1.892801 -0.6 0.9 1.0
C 4.873227 -0.726064 -2.396480 -0.8 0.5 0.5
H 5.531805 -1.380357 -2.978295 -0.4 0.3 0.2
C 5.269649 0.618721 -2.144981 -0.2 -0.2 -0.1
H 6.209116 1.021595 -2.573018 -0.7 -0.5 0.3
C 4.473789 1.485651 -1.371676 -0.3 -0.5 0.3
H 4.779582 2.531582 -1.174619 -0.1 -0.8 -0.2
C 3.282493 0.985270 -0.797254 0.5 0.0 -0.2
H 2.662650 1.619425 -0.150959 0.2 -0.1 -0.3
C 2.874334 -0.327357 -1.068216 0.2 0.9 0.0
H 1.892239 -0.695899 -0.686989 0.9 0.5 -0.3
C -2.157969 1.056558 -0.124767 0.3 -0.3 0.2
C -2.182085 2.448791 -0.392221 -0.6 -0.7 0.4
H -1.521166 2.901997 -1.150116 -0.5 -0.3 0.6
C -3.123001 3.227668 0.300604 0.3 0.1 -0.2
H -3.109010 4.303191 0.124125 -0.2 -0.2 0.1
C -4.044387 2.663929 1.195396 0.4 0.0 -0.2
H -4.794036 3.292413 1.683444 0.3 -0.2 -0.2
C -3.993513 1.293136 1.452056 -0.1 0.0 -0.2
H -4.696352 0.818681 2.128632 0.0 0.2 0.0
C -3.059466 0.492198 0.805442 0.4 0.5 -0.2
H -3.008589 -0.581338 1.039914 -0.2 0.5 -0.2
H 1.171276 -2.552315 -2.705712 1.0 0.2 0.8
Si -1.294217 -0.180957 -1.264207 -1.1 1.1 -2.7
C -2.782151 -0.495633 -2.459539 -0.3 -0.6 0.6
C -2.951989 0.367303 -3.556534 -0.2 0.0 -0.1
H -2.133642 1.000870 -3.880290 -0.1 0.0 0.0
C -4.170290 0.448491 -4.253490 0.5 -0.1 0.4
H -4.265567 1.124270 -5.097449 0.1 0.0 0.1
C -5.244461 -0.335675 -3.864371 0.0 -0.1 0.2
H -6.209877 -0.247954 -4.366872 0.3 -0.1 0.1
C -5.084718 -1.232885 -2.808177 0.3 0.0 0.2
H -5.922253 -1.862618 -2.528574 0.1 0.0 0.1
C -3.870485 -1.315458 -2.113473 -0.2 0.2 -0.4
H -3.764660 -2.017419 -1.289800 -0.1 0.0 -0.1
C -0.079058 0.458102 -2.603805 0.3 -0.2 0.1
C 0.531454 1.725627 -2.656727 -0.1 -0.3 0.1
H 0.295468 2.462031 -1.883450 0.3 -0.2 -0.3
C 1.389558 2.056715 -3.708976 -0.3 0.3 0.0
H 1.732067 3.088445 -3.799291 0.1 -0.3 0.1
C 1.796243 1.092950 -4.637108 0.0 0.3 0.7
H 2.539022 1.334840 -5.388858 0.0 0.0 0.1
C 1.251997 -0.176020 -4.557730 -0.6 -0.3 0.1
H 1.668286 -1.013964 -5.117078 -0.4 0.3 -0.3
C 0.176688 -0.413542 -3.691343 0.6 -0.3 0.7
H -0.384068 -1.341226 -3.819191 0.3 0.1 0.3
H 2.339612 -3.602317 -0.853977 0.0 0.3 0.7
Cl -0.701028 -1.913796 0.065512 -0.1 0.9 -0.3
C 3.777633 -2.020036 5.570969 0.1 -0.1 -0.3
O 2.544837 -2.811876 5.467885 -0.7 0.4 -0.3
C 1.710039 -2.541501 4.483941 1.3 1.2 -1.3
O 2.046683 -1.914852 3.418469 -1.1 -1.2 2.0
N 0.440424 -2.987486 4.678349 0.3 0.5 -0.3
N -0.492884 -2.481437 3.687270 -0.9 -1.5 0.9
H 4.317519 -2.421797 6.429314 -0.3 0.0 -0.2
H 3.538294 -0.959266 5.745855 0.0 -0.5 -0.2
H 4.357704 -2.163433 4.655832 -0.1 0.2 0.2
H 0.137128 -3.227288 5.629852 0.1 0.1 -0.8
H -0.810348 -3.282718 3.114212 0.5 0.2 0.2
H -1.351402 -2.237415 4.203182 0.5 0.3 -0.3

***

14
Properties=species:S:1:pos:R:3:forces:R:3 method="wB97M-V/def2-TZVPD" e_homo_ev="-7.6 / -8.3" charge=0 homo_lumo_gap_ha="0.2405 / 0.3053" e_above_lowest_kcal_mol=134.40
O 0.397047 1.657298 1.745246 0.4 0.2 -0.4
C 1.109858 1.589641 0.723060 0.2 0.2 0.4
C 0.666802 1.096205 -0.515819 -0.8 0.4 0.1
C -0.430659 -0.636457 -1.197294 0.3 -1.4 -2.4
C -0.068171 -1.486401 -0.021444 -0.6 0.2 -0.2
C -1.004776 -0.380075 0.490985 -0.1 0.8 1.5
N -0.673466 0.647862 -0.703183 0.8 -0.2 0.9
H 2.173235 1.896079 0.769233 -0.2 -0.1 0.0
H 1.302098 1.069747 -1.391697 0.0 0.0 0.1
H -1.101784 -1.028533 -1.968763 0.1 0.1 0.2
H 0.945786 -1.493262 0.365335 -0.1 0.1 0.0
H -0.494759 -2.489278 -0.073561 0.1 0.2 0.1
H -0.684019 0.190328 1.390392 -0.4 -0.5 -0.2
H -2.063522 -0.628039 0.471053 0.2 0.1 0.0

***

23
Properties=species:S:1:pos:R:3:forces:R:3 method="wB97M-V/def2-TZVPD" e_homo_ev=-12.8 charge=+1 homo_lumo_gap_ha=0.1624 e_above_lowest_kcal_mol=176.61
C 0.099523 2.510057 1.816871 2.6 -0.3 2.3
C 0.250519 1.820572 0.454812 -1.5 2.5 -0.6
C 0.354701 0.364507 0.464127 0.3 1.4 1.7
C 1.582964 -0.100685 -0.039301 0.7 -3.2 0.8
N 1.950890 -1.410099 0.182545 -0.3 1.7 -2.5
N -0.494172 -0.380840 1.238261 1.1 -1.0 -2.8
H 1.017442 2.244252 2.442704 -1.1 0.0 -0.5
H -0.760108 2.245346 2.415423 -0.3 -0.3 -0.2
H 0.201888 3.602246 1.836225 -0.4 -0.2 -0.8
H -0.638457 2.258345 -0.050406 0.1 -0.9 -0.5
H 1.076681 2.305017 -0.074654 0.0 -0.5 0.0
H 2.281617 0.518134 -0.587371 0.0 0.3 0.4
H 2.808459 -1.665855 -0.315418 0.0 0.1 0.5
H 1.235176 -2.072990 -0.129100 -0.2 -0.4 0.9
H -0.168463 -1.346657 1.309959 0.2 0.0 0.5
H -1.388746 -0.535825 0.720128 -1.3 0.6 0.1
H -2.087967 -1.240978 -1.041565 0.5 0.1 0.8
H -1.299379 -0.004872 -1.563467 -0.5 0.2 -0.6
H -1.562450 0.886065 -2.863941 -0.2 -0.4 0.0
O -1.134957 0.865436 -2.002414 0.6 0.2 0.6
H -1.055342 -2.839831 -1.233081 -0.5 -0.1 -0.2
H -1.522923 -4.287133 -1.566005 0.0 0.2 0.1
O -0.746896 -3.734209 -1.414334 0.5 0.0 0.1

***

12
Properties=species:S:1:pos:R:3:forces:R:3 method="wB97M-V/def2-TZVPD" e_homo_ev="-13.6 / -14.0" charge=+1 homo_lumo_gap_ha="0.2900 / 0.3113" e_above_lowest_kcal_mol=182.55
C -1.549971 -0.558360 -0.028172 -0.2 -0.5 0.0
C -2.580088 0.180030 -0.052407 0.2 -0.3 0.0
C -1.549452 1.187593 -0.010587 0.1 0.1 -0.1
C 0.480685 -0.428840 -0.016274 -1.1 2.3 0.0
C 1.865292 -0.090026 0.021336 1.1 -0.5 0.2
N -0.401554 -1.329619 0.015868 -0.5 -0.8 -0.1
H -1.331615 1.681324 0.925262 0.2 0.0 0.2
H -1.270550 1.694852 -0.922204 0.2 0.0 -0.2
H 2.018178 0.944711 0.338023 -0.1 -0.1 0.0
H 2.261824 -0.168584 -0.997816 0.0 -0.1 -0.1
H 2.451645 -0.760458 0.659746 0.0 0.0 -0.1
H -0.394390 -2.352623 0.067220 0.2 -0.1 0.0

***

23
Properties=species:S:1:pos:R:3:forces:R:3 method="wB97M-V/def2-TZVPD" e_homo_ev="-12.9 / -13.0" charge=+1 homo_lumo_gap_ha="0.2317 / 0.2847"
C 0.024325 -1.976627 -2.900473 -1.4 0.2 0.5
C -0.798015 -1.306433 -2.341596 1.6 0.1 0.0
C 0.538471 3.010274 -0.496997 1.3 -1.5 1.7
C -0.028791 2.993225 -1.675753 1.6 0.6 -0.6
C -0.504876 0.905136 -0.018200 0.8 1.3 0.8
C -1.080381 2.036625 -1.952527 -3.1 -0.5 -3.6
C 0.857166 -1.495278 2.958335 -3.1 2.9 -0.5
C -1.683103 -0.363211 -1.705558 -0.3 -0.5 -3.2
N -1.096166 0.808967 -1.191817 2.1 2.0 2.4
N 0.189040 1.953990 0.428463 -1.4 -1.2 -2.0
O 0.772757 1.127567 2.782681 0.4 0.7 0.5
S -0.225585 0.068366 3.069049 0.3 -1.0 -0.8
Cl -2.653264 2.973068 -1.577726 0.3 -0.5 -0.3
Br 0.757514 4.179178 -2.928355 -0.8 -0.4 -0.1
H 0.386787 -2.810047 -3.398775 1.1 -0.8 -0.7
H 1.462936 3.532937 -0.237166 -0.7 0.2 0.0
H -1.218664 1.667878 -3.069001 0.6 1.3 2.2
H 1.626745 -1.051292 2.407831 1.3 -0.4 -1.2
H 0.153051 -2.208665 2.621732 0.1 -1.2 -0.7
H 1.036679 -1.511156 3.961722 1.1 -1.0 2.7
H -2.273819 -0.887399 -1.054883 -1.5 -0.8 2.2
H -2.343326 -0.095050 -2.535456 -0.3 0.5 0.3
H 0.613998 1.884431 1.362440 -0.1 0.0 0.3